The following is a DFT calculation (ωB97M-V with the def2-TZVPD basis set) of a molecular structure, C21H15ClN5O2Sc.

Results
**HOMO-LUMO gap**: 5.530 eV
**HOMO energy**: -13.9 eV
**Charge**: +2

Positions of all 45 atoms, in Å:
Sc: 0.506 -1.150 -0.944
N: -1.171 2.596 1.165
C: -0.386 1.738 0.561
N: -0.833 0.651 -0.028
C: -2.255 0.476 -0.148
N: -2.582 -0.581 -0.803
N: -1.549 -1.326 -1.252
C: -1.875 -2.157 -2.178
C: -0.960 -3.096 -2.633
C: -1.205 -3.971 -3.670
C: -0.204 -4.881 -3.983
C: 0.944 -4.800 -3.312
C: 1.201 -3.887 -2.388
N: 0.304 -2.898 -2.060
C: -3.176 1.339 0.529
C: -4.586 1.187 0.493
C: -5.335 2.196 1.105
C: -4.754 3.292 1.755
C: -3.354 3.427 1.820
C: -2.603 2.475 1.189
H: -0.722 3.417 1.530
H: 0.702 1.827 0.782
H: -2.950 -2.143 -2.441
H: -2.202 -3.773 -4.079
H: -0.414 -5.488 -4.831
H: 1.813 -5.440 -3.552
H: 2.197 -3.637 -1.901
H: -4.937 0.452 -0.197
H: -6.425 2.199 1.078
H: -5.374 4.125 2.246
H: -3.003 4.412 2.240
Cl: 5.996 3.174 3.781
C: 5.091 1.989 2.693
C: 3.726 2.011 2.866
C: 2.870 1.232 2.142
C: 3.476 0.330 1.259
C: 4.823 0.296 1.126
C: 5.606 1.246 1.687
C: 2.481 -0.399 0.433
O: 1.751 -1.241 1.024
O: 2.323 0.012 -0.747
H: 3.419 2.661 3.638
H: 1.805 1.144 2.204
H: 5.174 -0.338 0.414
H: 6.647 1.302 1.390

=====

The following is a DFT calculation (ωB97M-V with the def2-TZVPD basis set) of a molecular structure, C24H43BCaClF14LiMgN3O9S.

Results
**HOMO-LUMO gap**: 1.304 eV
**HOMO energy**: -8.1 eV
**Charge**: +1

Positions of all 99 atoms, in Å:
C: 0.350 -6.062 2.247
C: 0.152 -6.404 0.622
N: 0.130 -5.099 -0.141
C: 1.506 -4.544 -0.407
C: 1.645 -2.923 -0.447
N: 0.457 -2.129 0.039
C: 0.534 -0.766 -0.612
C: 1.874 0.104 -0.158
C: 1.750 0.294 1.462
C: 1.323 -1.024 2.311
C: 2.722 -1.701 2.914
C: 3.170 -0.995 4.363
O: 3.107 -2.014 5.425
C: 0.335 -2.096 1.569
C: -1.207 -2.136 2.120
F: -1.105 -2.377 3.609
F: -1.984 -3.329 1.612
C: -2.108 -0.803 1.928
F: -2.908 -0.654 3.204
F: -1.393 0.478 1.766
C: -3.280 -0.924 0.741
F: -2.766 -1.457 -0.540
F: -4.443 -1.775 1.195
C: -3.962 0.554 0.383
F: -5.253 0.226 -0.332
F: -3.136 1.367 -0.556
F: -4.366 1.322 1.591
C: -0.744 -5.150 -1.375
C: -0.309 -4.433 -2.823
O: -1.972 -5.740 -1.400
H: 1.506 -6.030 2.429
H: -0.182 -6.944 2.847
H: -0.212 -5.076 2.561
H: -0.834 -7.035 0.559
H: 1.026 -7.139 0.276
H: 2.200 -4.926 0.486
H: 2.013 -5.002 -1.387
H: 2.556 -2.629 0.267
H: 2.015 -2.635 -1.538
H: -0.466 -2.546 -0.291
H: 0.673 -0.940 -1.785
H: -0.472 -0.134 -0.533
H: 1.723 1.188 -0.635
H: 2.883 -0.383 -0.527
H: 2.818 0.639 1.868
H: 1.048 1.243 1.642
H: 0.741 -0.637 3.279
H: 2.683 -2.871 2.971
H: 3.581 -1.418 2.160
H: 4.309 -0.657 4.280
H: 2.524 -0.024 4.601
H: 2.758 -1.613 6.275
H: 0.778 -3.161 1.893
H: -0.133 -3.289 -2.618
H: 0.736 -4.877 -3.188
H: -1.112 -4.577 -3.663
B: -1.765 3.347 4.117
F: -2.537 3.615 2.914
F: -0.515 2.698 3.757
F: -1.483 4.598 4.801
F: -2.527 2.475 4.997
C: -4.462 0.643 -3.293
C: -4.650 1.455 -4.586
O: -3.855 0.919 -5.498
H: -3.428 0.684 -2.929
H: -5.103 1.050 -2.503
H: -4.738 -0.411 -3.427
H: -4.481 2.504 -4.295
H: -5.735 1.455 -4.772
C: -3.081 4.774 -0.585
C: -2.205 5.296 0.551
O: -1.482 6.390 -0.008
S: -2.409 7.116 -1.137
O: -3.051 8.260 -0.526
O: -1.653 7.201 -2.364
O: -3.520 5.933 -1.292
H: -2.502 4.152 -1.275
H: -3.939 4.205 -0.216
H: -1.520 4.535 0.932
H: -2.816 5.680 1.375
Mg: -4.066 4.043 5.078
O: -0.620 4.434 -3.195
H: -0.884 5.258 -2.828
Cl: 0.712 -2.205 -3.056
C: 4.141 3.306 -0.952
O: 2.940 3.223 -0.726
N: 4.736 3.138 -2.184
C: 6.168 3.252 -2.370
C: 3.905 2.836 -3.331
H: 4.862 3.532 -0.150
H: 6.369 4.053 -3.087
H: 6.551 2.305 -2.760
H: 6.671 3.481 -1.426
H: 3.181 3.645 -3.467
H: 3.362 1.905 -3.141
H: 4.514 2.731 -4.232
Ca: 3.196 5.377 -4.211
F: 2.101 -7.356 1.427
Li: 2.342 -3.868 -2.661

=====

The following is a DFT calculation (ωB97M-V with the def2-TZVPD basis set) of 10 unconnected molecules or ions with the total composition C22H52N6O18.

Results
**HOMO-LUMO gap**: 0.729 eV
**ΔE to the lowest compared entry with this formula, charge and spin**: 22.1986 eV
**HOMO energy**: -6.1 eV
**Charge**: +2

Positions of all 98 atoms, in Å:
C: 2.287 8.171 6.133
C: 2.336 6.704 6.539
O: 1.617 6.247 7.446
N: 3.444 5.893 5.939
H: 3.862 6.390 5.165
H: 4.134 5.823 6.673
C: 2.981 4.588 5.342
H: 1.867 8.760 6.948
H: 1.782 8.232 5.169
H: 3.306 8.514 5.957
H: 2.288 4.750 4.516
H: 2.710 3.838 6.086
H: 3.843 4.122 4.865
C: -10.175 1.397 1.829
C: -9.321 1.699 0.684
O: -8.171 1.189 0.536
N: -9.804 2.684 -0.371
H: -10.813 2.722 -0.401
H: -9.586 3.640 -0.129
C: -9.268 2.323 -1.835
H: -10.178 0.317 1.973
H: -11.154 1.655 1.425
H: -9.991 1.921 2.767
H: -8.203 2.553 -1.832
H: -9.756 3.104 -2.419
H: -9.415 1.306 -2.199
C: 8.353 4.181 -4.204
C: 8.951 2.985 -5.090
O: 8.281 2.494 -5.941
N: 10.438 2.815 -5.223
H: 10.828 3.070 -4.327
H: 10.748 1.874 -5.420
C: 11.039 3.508 -6.443
H: 7.463 3.833 -3.680
H: 8.071 5.003 -4.861
H: 9.120 4.465 -3.484
H: 10.715 2.868 -7.263
H: 12.111 3.455 -6.253
H: 10.750 4.557 -6.511
C: -6.180 -5.598 1.845
C: -4.918 -6.419 2.147
O: -3.851 -5.912 2.332
N: -5.061 -7.907 1.856
H: -5.672 -8.339 2.535
H: -5.545 -8.008 0.975
C: -3.700 -8.774 1.712
H: -6.916 -5.894 2.592
H: -6.648 -5.758 0.873
H: -5.977 -4.528 1.887
H: -3.295 -8.755 2.724
H: -3.066 -8.236 1.007
H: -4.052 -9.710 1.278
C: -1.006 -0.547 0.706
C: 0.252 0.211 0.245
O: 1.147 0.554 1.002
N: 0.482 0.433 -1.249
H: -0.002 -0.320 -1.715
H: -0.021 1.253 -1.555
C: 1.920 0.641 -1.661
H: -1.091 -0.517 1.792
H: -0.838 -1.531 0.268
H: -1.949 -0.081 0.422
H: 1.959 0.764 -2.743
H: 2.522 -0.206 -1.333
H: 2.144 1.601 -1.195
C: 4.023 -3.637 4.720
C: 3.702 -5.061 4.215
O: 2.634 -5.284 3.694
N: 4.761 -6.118 4.303
H: 5.722 -5.877 4.106
H: 4.937 -6.482 5.228
C: 4.277 -7.302 3.399
H: 4.991 -3.296 4.351
H: 3.911 -3.673 5.803
H: 3.346 -2.906 4.277
H: 3.969 -6.913 2.429
H: 3.531 -7.946 3.864
H: 5.103 -7.988 3.211
O: -5.737 -2.112 -2.549
C: -4.959 -1.467 -3.475
O: -3.720 -1.603 -3.483
O: -5.582 -0.852 -4.326
H: -6.530 -1.726 -2.929
O: 1.628 4.759 -5.442
C: 1.869 4.536 -6.725
O: 2.618 5.319 -7.337
O: 1.059 3.786 -7.302
H: 0.759 4.357 -5.510
O: -0.465 -5.424 -2.826
C: 0.748 -5.631 -3.295
O: 1.446 -4.696 -3.621
O: 1.197 -6.778 -3.388
H: -0.715 -4.534 -3.084
O: -4.096 5.081 -2.627
C: -3.036 4.429 -2.437
O: -2.524 3.763 -3.328
O: -2.581 4.471 -1.300
H: -4.417 4.738 -3.464

=====

The following is a DFT calculation (ωB97M-V with the def2-TZVPD basis set) of a molecular structure, C26H51N6O6P2S2Zr.

Results
**HOMO-LUMO gap**: 7.379 eV
**HOMO energy**: -16.0 eV
**Charge**: +3

Positions of all 94 atoms, in Å:
Zr: 1.454 0.132 -0.555
N: 3.255 -4.043 -1.176
C: 2.707 -2.834 -1.179
S: 2.369 -2.107 0.387
N: 2.478 -2.318 -2.374
N: 1.859 -1.120 -2.350
C: 1.573 -0.609 -3.490
C: 0.743 0.595 -3.521
C: 0.351 1.179 -4.709
C: -0.544 2.237 -4.670
C: -1.033 2.672 -3.444
C: -0.569 2.062 -2.300
N: 0.322 1.063 -2.328
H: 3.488 -4.509 -0.317
H: 3.479 -4.485 -2.054
H: 1.863 -1.117 -4.402
H: 0.726 0.790 -5.650
H: -0.868 2.711 -5.589
H: -1.758 3.474 -3.378
H: -0.911 2.372 -1.320
C: 2.948 3.054 0.443
C: 2.828 2.163 1.654
N: 3.007 0.744 1.262
C: 4.432 0.322 1.190
C: 5.143 0.728 -0.090
S: 4.119 0.500 -1.578
C: 4.045 2.189 -2.262
C: 2.739 2.939 -1.981
N: 2.136 2.529 -0.690
H: 3.982 3.111 0.117
H: 2.646 4.070 0.689
H: 1.841 2.266 2.095
H: 3.561 2.456 2.406
H: 2.611 0.190 2.014
H: 4.444 -0.756 1.276
H: 4.979 0.728 2.041
H: 6.021 0.099 -0.219
H: 5.492 1.758 -0.077
H: 4.189 2.095 -3.335
H: 4.918 2.714 -1.880
H: 2.024 2.750 -2.771
H: 2.938 4.011 -1.983
H: 1.227 2.977 -0.634
C: 0.515 1.773 4.964
C: 0.081 0.561 4.182
C: -0.554 -0.521 5.034
O: -0.934 1.046 3.197
P: -1.076 0.628 1.720
O: 0.248 0.859 0.963
C: -1.592 -1.083 1.616
P: -1.343 -1.857 0.008
O: -0.242 -1.116 -0.715
O: -0.892 -3.316 0.169
C: -1.515 -4.515 0.813
C: -1.764 -5.501 -0.299
C: -2.748 -4.184 1.625
O: -2.719 -1.732 -0.685
C: -2.996 -2.251 -2.069
C: -4.418 -2.750 -2.048
C: -2.758 -1.127 -3.049
O: -2.242 1.417 1.108
C: -2.647 2.854 1.307
C: -3.268 3.018 2.671
C: -3.601 3.158 0.177
H: 1.286 1.487 5.681
H: -0.333 2.180 5.520
H: 0.912 2.556 4.315
H: 0.915 0.161 3.602
H: -1.585 -0.250 5.270
H: -0.010 -0.611 5.975
H: -0.544 -1.504 4.557
H: -2.647 -1.120 1.902
H: -1.007 -1.651 2.344
H: -0.722 -4.868 1.464
H: -2.596 -5.180 -0.933
H: -2.025 -6.465 0.137
H: -0.874 -5.635 -0.915
H: -3.508 -3.676 1.026
H: -2.526 -3.592 2.517
H: -3.180 -5.123 1.970
H: -2.304 -3.074 -2.247
H: -5.098 -1.943 -1.765
H: -4.547 -3.579 -1.351
H: -4.692 -3.099 -3.045
H: -3.468 -0.314 -2.874
H: -2.909 -1.505 -4.061
H: -1.738 -0.741 -2.970
H: -1.732 3.442 1.217
H: -4.129 2.355 2.775
H: -3.623 4.047 2.757
H: -2.566 2.830 3.482
H: -4.556 2.655 0.338
H: -3.204 2.838 -0.789
H: -3.782 4.233 0.141

=====

The following is a DFT calculation (ωB97M-V with the def2-TZVPD basis set) of a molecular structure, C20H32F4I2N3O2PS.

Results
**⟨S²⟩**: 0.7549
**HOMO-LUMO gap (alpha / beta)**: 7.091 / 7.090 eV
**ΔE to the lowest compared entry with this formula, charge and spin**: 9.7594 eV
**Spin multiplicity**: 2
**HOMO energy (alpha / beta)**: -11.1 / -11.1 eV
**Charge**: +1

Positions of all 65 atoms, in Å:
C: 0.543 -1.445 2.188
C: 1.033 -1.296 3.754
I: 1.492 -3.107 4.975
C: 1.173 0.072 4.351
I: 1.882 0.278 6.441
P: 0.773 1.697 3.430
C: 1.892 2.039 1.901
C: 3.392 2.586 2.269
C: 3.726 4.107 1.755
C: 3.408 4.392 0.172
S: 4.789 3.899 -1.008
C: 3.904 3.768 -2.688
N: 4.055 2.754 -3.800
N: 3.096 3.225 -4.725
C: 2.359 4.442 -4.211
O: 2.886 4.821 -2.887
C: 0.633 3.240 4.608
F: -0.468 2.872 5.574
F: 1.909 3.558 5.298
C: 0.027 4.557 3.773
F: -0.138 5.638 4.809
F: -1.329 4.304 3.215
H: -0.453 -0.848 1.961
H: 0.273 -2.588 1.976
H: 1.421 -1.159 1.456
H: -0.582 1.531 2.886
H: 1.271 2.724 1.185
H: 2.047 0.988 1.357
H: 4.209 1.823 1.906
H: 3.470 2.594 3.460
H: 3.202 4.904 2.473
H: 4.895 4.308 1.896
H: 2.426 3.906 -0.237
H: 3.270 5.569 0.032
H: 1.501 5.100 -4.657
H: 0.733 4.885 2.898
C: -4.372 -3.858 -1.607
C: -3.388 -2.700 -1.261
C: -3.339 -1.656 -2.414
C: -2.490 -2.072 -3.613
C: -1.109 -2.537 -3.169
C: -1.180 -3.664 -2.109
N: -2.047 -3.293 -0.938
O: -1.337 -2.358 -0.164
C: -1.708 -4.960 -2.788
C: 0.272 -4.048 -1.676
C: -4.061 -1.980 -0.043
H: -3.958 -4.843 -1.365
H: -5.302 -3.801 -1.028
H: -4.657 -3.859 -2.664
H: -2.930 -0.709 -2.035
H: -4.352 -1.432 -2.763
H: -2.997 -2.856 -4.185
H: -2.383 -1.221 -4.296
H: -0.543 -2.875 -4.047
H: -0.557 -1.676 -2.769
H: -1.797 -5.777 -2.064
H: -1.018 -5.296 -3.572
H: -2.675 -4.837 -3.280
H: 0.835 -3.191 -1.290
H: 0.846 -4.430 -2.530
H: 0.264 -4.828 -0.906
H: -4.108 -2.640 0.833
H: -5.088 -1.682 -0.286
H: -3.538 -1.060 0.244

=====

The following is a DFT calculation (ωB97M-V with the def2-TZVPD basis set) of C2H3BrO in the gas phase.

Results
**HOMO-LUMO gap**: 10.880 eV
**ΔE to the lowest compared entry with this formula, charge and spin**: 2.6776 eV
**HOMO energy**: -10.0 eV
**Charge**: 0

Positions of all 7 atoms, in Å:
Br: 0.009 2.668 0.486
C: -0.585 1.034 0.169
C: 0.428 -0.036 0.271
O: -0.208 -0.043 1.495
H: -1.630 0.670 0.012
H: 0.414 -0.986 -0.225
H: 1.441 0.291 0.106

=====

The lowest charge belongs to which entry? C2H3BrO

=====

Which formula does entry 3 have? C22H52N6O18

=====

Look up the charge of the first one. +2

=====

Which value of charge does entry 5 give? +1